A cluster of 2 separate species, C9H7I2NO3 in total at a distorted geometry. Source: the Open Molecules 2025 dataset; level of theory: ωB97M-V with the def2-TZVPD basis set.

XYZ file:
```
22
Properties=species:S:1:pos:R:3
C 1.57 -1.21 -0.22
C 0.65 -1.98 0.46
C 1.19 0.06 -0.64
C -0.58 -1.46 0.87
C -0.01 0.56 -0.32
C -0.88 -0.19 0.50
C -2.94 -1.17 -1.12
C -0.56 1.90 -0.70
C -3.23 -0.27 0.19
N -2.25 0.28 0.82
O -2.37 -0.55 -2.07
O -2.32 1.06 1.89
O -3.23 -2.38 -0.96
I 0.80 3.61 -0.23
I 11.48 2.44 4.58
H 2.50 -1.64 -0.29
H 0.76 -3.08 0.61
H 1.73 0.84 -1.27
H -1.32 -2.12 1.28
H -1.57 2.24 -0.51
H -0.38 1.96 -1.89
H -4.31 0.06 0.41
```

Results
Net charge: -2
Orbital gap (Eh): 0.216
Relative energy (zero: lowest compared OMol25 entry of this formula, charge and spin) (eV): 0.0000

The molecule C14H18ClNO3 at a distorted geometry. Source: the Open Molecules 2025 dataset; level of theory: ωB97M-V with the def2-TZVPD basis set.

XYZ file:
```
37
Properties=species:S:1:pos:R:3
O -0.65 -0.83 2.68
O 5.02 -0.70 2.60
Cl -3.53 -1.13 -1.13
O 1.45 2.20 -1.55
C -0.59 0.04 1.84
C 4.23 -0.24 1.82
C -1.71 0.57 1.12
C -1.27 1.60 0.32
N 0.56 0.67 1.47
C -2.05 2.57 -0.52
C -3.42 -1.25 0.66
C -3.16 0.11 1.27
C 4.57 -0.28 0.33
C 3.63 0.66 -0.43
C 2.86 0.28 2.27
C 0.97 1.13 -0.74
C 2.14 0.24 -0.22
C 0.24 1.66 0.46
C 1.79 -0.07 1.25
H 2.01 2.83 -1.05
H -1.60 2.75 -1.48
H -2.16 3.51 0.05
H -3.09 2.24 -0.70
H -2.65 -1.95 0.99
H -4.38 -1.64 1.01
H -3.39 0.12 2.31
H -3.81 0.85 0.81
H 5.58 0.09 0.20
H 4.46 -1.30 -0.03
H 3.77 1.69 -0.05
H 3.84 0.63 -1.47
H 2.89 1.38 2.36
H 2.61 -0.15 3.27
H 0.30 0.52 -1.38
H 1.99 -0.69 -0.78
H 0.55 2.66 0.73
H 1.57 -1.15 1.28
```

Results
SMILES string: CC1=C(CCCl)C(=O)N2[C@@H]3CC(=O)CC[C@@H]3[C@H](O)[C@@H]12
Orbital gap (Eh): 0.363
Relative energy (zero: lowest compared OMol25 entry of this formula, charge and spin) (eV): 0.0000

A cluster of 5 separate species, C27H64FN5O6P2S2 in total. Source: the Open Molecules 2025 dataset; level of theory: ωB97M-V with the def2-TZVPD basis set.

XYZ file:
```
107
Properties=species:S:1:pos:R:3
C -7.46 5.79 -0.77
C -7.41 4.33 -1.26
C -7.87 3.34 -0.20
C -6.79 3.01 0.83
C -5.72 2.07 0.26
C -6.08 0.59 0.43
C -5.45 -0.34 -0.63
C -4.35 -1.27 -0.08
C -3.00 -0.57 -0.19
P -1.57 -1.15 0.84
S -2.08 -3.34 0.54
C 0.03 -1.47 -0.02
C 0.89 -2.55 0.64
C 2.35 -2.40 0.23
S 2.66 -3.04 -1.46
C -1.59 -1.28 2.68
C -2.88 -0.79 3.34
C -3.84 -1.90 3.76
F -2.51 -0.09 4.48
P -0.93 1.09 1.00
N -0.76 1.83 -0.38
O -1.88 1.99 1.98
O 0.42 1.15 1.88
H -8.32 5.95 -0.12
H -6.55 6.01 -0.21
H -7.50 6.47 -1.62
H -7.99 4.22 -2.18
H -6.37 4.13 -1.54
H -8.20 2.40 -0.67
H -8.74 3.75 0.31
H -6.33 3.94 1.18
H -7.26 2.51 1.68
H -5.61 2.29 -0.80
H -4.75 2.29 0.70
H -7.17 0.52 0.37
H -5.80 0.24 1.42
H -4.99 0.28 -1.40
H -6.21 -0.93 -1.15
H -4.57 -1.51 0.96
H -4.36 -2.19 -0.65
H -2.64 -0.64 -1.22
H -3.16 0.50 -0.03
H -3.19 -3.42 1.28
H 0.59 -0.55 -0.11
H -0.26 -1.77 -1.03
H 0.57 -3.54 0.32
H 0.81 -2.54 1.73
H 2.64 -1.35 0.21
H 3.00 -2.99 0.88
H 1.53 -2.68 -2.08
H -1.45 -2.33 2.94
H -0.75 -0.73 3.10
H -3.42 -0.08 2.71
H -4.25 -1.63 4.74
H -4.68 -1.96 3.07
H -3.35 -2.87 3.81
H -0.96 1.24 -1.18
H -2.80 1.92 1.73
H 0.68 2.07 1.98
C 1.50 0.79 -2.70
O 1.37 -0.30 -3.24
N 2.64 1.49 -2.68
C 2.74 2.74 -1.97
C 3.80 0.96 -3.38
H 0.69 1.27 -2.13
H 3.01 3.55 -2.66
H 3.51 2.67 -1.20
H 1.79 2.98 -1.50
H 3.57 0.84 -4.44
H 4.06 -0.01 -2.97
H 4.63 1.64 -3.26
C 1.85 -6.11 1.24
O 2.40 -6.13 2.33
N 1.03 -7.07 0.78
C 0.40 -6.97 -0.52
C 0.75 -8.22 1.62
H 1.99 -5.29 0.53
H -0.69 -6.96 -0.43
H 0.69 -7.81 -1.15
H 0.72 -6.05 -1.01
H 0.31 -7.90 2.57
H 1.68 -8.75 1.85
H 0.07 -8.89 1.11
C 6.09 3.39 -0.95
O 6.52 2.90 -1.98
N 6.03 4.71 -0.70
C 5.50 5.23 0.54
C 6.51 5.63 -1.72
H 5.70 2.77 -0.13
H 4.63 5.87 0.35
H 6.25 5.82 1.07
H 5.18 4.41 1.18
H 5.95 5.50 -2.64
H 7.57 5.44 -1.93
H 6.39 6.65 -1.36
C 5.32 -0.77 -0.06
O 4.67 0.13 -0.57
N 6.58 -1.07 -0.41
C 7.33 -2.11 0.25
C 7.20 -0.31 -1.49
H 4.93 -1.41 0.74
H 8.23 -1.71 0.71
H 7.63 -2.89 -0.47
H 6.72 -2.57 1.02
H 7.20 0.75 -1.25
H 6.64 -0.44 -2.42
H 8.22 -0.66 -1.63
```

Results
SMILES string: CCCCCCCCCP(S)(CCCS)(C[C@@H](C)F)P(=N)(O)O.CN(C)C=O.CN(C)C=O.CN(C)C=O.CN(C)C=O
Orbital gap (Eh): 0.319

A cluster of 3 separate species, C22H40IN2O5S in total at a distorted geometry. Source: the Open Molecules 2025 dataset; level of theory: ωB97M-V with the def2-TZVPD basis set.

XYZ file:
```
71
Properties=species:S:1:pos:R:3
N -1.50 3.61 2.28
C -0.30 2.82 2.08
C 0.69 3.39 1.07
C 0.20 3.27 -0.39
C 1.25 2.53 -1.22
C 0.71 1.99 -2.60
C 1.00 0.53 -2.66
C 0.28 -0.35 -1.87
C 0.59 -1.71 -1.86
C -0.16 -2.64 -0.97
C 0.81 -3.16 0.13
C 1.35 -2.00 0.99
C 2.72 -1.48 0.56
S 3.61 -0.67 1.87
O 4.43 0.36 1.32
O 4.28 -1.68 2.63
O 2.51 -0.03 2.81
C 1.63 -2.16 -2.68
C 2.31 -1.25 -3.46
I 3.86 -1.88 -4.70
N 1.99 0.07 -3.44
H -1.27 4.58 2.44
H -2.15 3.52 1.51
H 0.21 2.79 3.04
H -0.57 1.78 1.86
H 1.64 2.86 1.18
H 0.89 4.43 1.31
H 0.09 4.26 -0.83
H -0.76 2.75 -0.40
H 2.12 3.15 -1.39
H 1.56 1.67 -0.63
H -0.36 2.14 -2.68
H 1.24 2.52 -3.38
H -0.52 0.01 -1.23
H -0.95 -2.11 -0.45
H -0.61 -3.46 -1.52
H 1.65 -3.62 -0.39
H 0.27 -3.86 0.75
H 0.64 -1.17 1.03
H 1.45 -2.37 2.01
H 3.35 -2.31 0.28
H 2.68 -0.77 -0.26
H 2.34 0.88 2.55
H 1.90 -3.20 -2.69
H 2.53 0.71 -4.00
C -5.21 5.53 3.93
C -5.74 6.53 2.90
C -4.45 7.12 2.35
O -3.46 6.08 2.44
C -3.96 5.01 3.24
H -5.92 4.74 4.18
H -4.95 6.06 4.85
H -6.28 6.00 2.11
H -6.41 7.28 3.31
H -4.11 7.97 2.95
H -4.54 7.44 1.31
H -4.19 4.16 2.59
H -3.19 4.70 3.94
C 0.49 -8.00 -1.67
C 1.64 -7.06 -1.33
C 2.02 -6.52 -2.70
O 0.82 -6.50 -3.47
C -0.20 -7.24 -2.79
H -0.17 -8.21 -0.83
H 0.88 -8.95 -2.05
H 1.28 -6.25 -0.68
H 2.48 -7.55 -0.82
H 2.75 -7.17 -3.20
H 2.44 -5.51 -2.66
H -0.94 -6.53 -2.40
H -0.70 -7.89 -3.51
```

Results
Net charge: +1
Orbital gap (Eh): 0.259